No. 1
Formula: C19H46BBrNO6
Source: the Open Molecules 2025 dataset
Level of theory: ωB97M-V/def2-TZVPD

Element x y z (Å)
C  4.06974  -3.85469  -0.26794
C  3.20103  -3.37375  -1.51812
N  1.90241  -2.94209  -0.98624
B  1.81008  -1.44219  -0.68960
O  2.12940  -1.14835  0.75340
C  1.10595  -0.29168  1.17748
Br  1.39099  1.43332  0.14476
C  -0.18682  -0.90793  0.43024
C  -0.69550  -2.27163  1.00108
C  -1.45337  -3.16933  -0.03479
C  -2.52059  -4.10238  0.67374
O  -2.14626  -2.45574  -1.05282
O  0.37986  -1.06111  -0.86492
H  4.69673  -4.74362  -0.50541
H  4.64010  -2.97505  0.09878
H  3.35213  -4.13141  0.53659
H  3.77909  -2.55149  -2.01353
H  3.11567  -4.18430  -2.28503
H  1.12842  -3.27616  -1.54602
H  2.58581  -0.82086  -1.36711
H  1.03445  -0.11907  2.26878
H  -0.95255  -0.09545  0.50004
H  0.21738  -2.84428  1.30639
H  -1.27413  -2.09391  1.93880
H  -0.68971  -3.82415  -0.51141
H  -2.05756  -4.99620  1.14408
H  -3.15864  -3.52086  1.38154
H  -3.16086  -4.48422  -0.15899
H  -2.56293  -1.68218  -0.66571
C  0.28569  7.12028  3.01482
C  -1.08404  6.48558  2.84744
O  -1.15903  5.57992  1.76029
C  -0.30210  4.44437  1.82377
C  -0.58145  3.54434  3.01306
H  0.62127  7.56436  2.07549
H  0.25430  7.89626  3.78241
H  1.03425  6.38439  3.31486
H  -1.81387  7.27177  2.63894
H  -1.40760  5.99766  3.77354
H  0.74685  4.75529  1.80202
H  -0.47704  3.87946  0.90799
H  -0.33103  4.03563  3.95691
H  0.01339  2.63247  2.94338
H  -1.63967  3.27617  3.05368
C  -4.88892  6.42741  1.06696
C  -4.78757  5.58507  2.32556
O  -5.53528  6.10410  3.41679
C  -6.93459  6.19904  3.22297
C  -7.60336  4.85770  2.97645
H  -4.64851  7.47097  1.28174
H  -4.20222  6.05498  0.30555
H  -5.89785  6.40357  0.64777
H  -3.74646  5.56598  2.65012
H  -5.07146  4.54606  2.12884
H  -7.16233  6.90648  2.41817
H  -7.33762  6.63167  4.14105
H  -7.29938  4.42806  2.02000
H  -8.68917  4.97132  2.95997
H  -7.33396  4.14392  3.75702
C  4.25318  -7.98416  -4.78479
C  3.87572  -6.51321  -4.82899
O  4.71554  -5.68943  -4.04277
C  6.08367  -5.66170  -4.40330
C  6.32884  -5.12895  -5.80457
H  4.33223  -8.32981  -3.75217
H  3.50338  -8.58508  -5.30302
H  5.21702  -8.16607  -5.26600
H  2.87052  -6.39356  -4.42095
H  3.83940  -6.14740  -5.86094
H  6.53441  -6.65216  -4.27339
H  6.57077  -5.00111  -3.68401
H  5.93734  -5.80728  -6.56611
H  7.39921  -5.00949  -5.98416
H  5.83720  -4.16413  -5.94045

LUMO = 2.421 eV
total charge = -1
HOMO-LUMO gap = 0.2367 Ha
relative energy (zero: lowest compared OMol25 entry of this formula, charge and spin) = 33.44 kcal per mole

For each atom in turn, the Löwdin charge in e is:
1 C -0.105
2 C -0.296
3 N 0.019
4 B -0.867
5 O -0.103
6 C -0.543
7 Br 0.679
8 C -0.367
9 C -0.091
10 C -0.404
11 C -0.069
12 O -0.050
13 O -0.093
14 H 0.044
15 H 0.061
16 H 0.060
17 H 0.086
18 H 0.087
19 H 0.076
20 H 0.087
21 H 0.105
22 H 0.120
23 H 0.126
24 H 0.112
25 H 0.129
26 H 0.070
27 H 0.071
28 H 0.070
29 H 0.085
30 C -0.082
31 C -0.301
32 O -0.177
33 C -0.285
34 C -0.078
35 H 0.082
36 H 0.073
37 H 0.067
38 H 0.112
39 H 0.107
40 H 0.107
41 H 0.088
42 H 0.064
43 H 0.058
44 H 0.079
45 C -0.075
46 C -0.269
47 O -0.162
48 C -0.289
49 C -0.084
50 H 0.081
51 H 0.081
52 H 0.063
53 H 0.098
54 H 0.111
55 H 0.105
56 H 0.115
57 H 0.066
58 H 0.073
59 H 0.082
60 C -0.085
61 C -0.281
62 O -0.166
63 C -0.280
64 C -0.084
65 H 0.082
66 H 0.073
67 H 0.062
68 H 0.120
69 H 0.107
70 H 0.105
71 H 0.120
72 H 0.062
73 H 0.073
74 H 0.084



No. 2
Formula: C19H46N3Na2O9
Source: the Open Molecules 2025 dataset
Level of theory: ωB97M-V/def2-TZVPD

Element x y z (Å)
Na  1.99918  2.49621  2.15384
Na  3.30533  -0.89107  3.34520
O  1.18839  -0.38621  -0.87206
C  1.11395  0.27711  0.28293
O  0.72325  1.45814  0.16052
O  1.53074  -0.26030  1.32944
H  0.82145  0.45777  -1.14530
C  1.44662  -1.75719  6.21403
O  1.81986  -1.95888  4.86684
C  0.73051  -2.55265  4.04221
C  1.34261  -3.59965  2.97598
N  2.34792  -2.93575  2.10212
C  2.80239  -3.73883  0.98888
C  3.63482  -4.91634  1.31672
O  4.83111  -4.43484  1.96272
C  5.57253  -5.59323  2.46055
H  0.71530  -0.95208  6.28521
H  2.28576  -1.29704  6.73575
H  1.13064  -2.64370  6.76390
H  0.13884  -1.78900  3.53738
H  0.12860  -3.18636  4.69353
H  0.53504  -3.98231  2.35188
H  1.71340  -4.39563  3.62177
H  1.88980  -2.14576  1.67069
H  3.44745  -3.09912  0.38656
H  1.94480  -3.92802  0.34325
H  3.88796  -5.39144  0.36894
H  3.05747  -5.55021  1.98976
H  5.50184  -6.48478  1.83746
H  5.18587  -5.98027  3.40331
H  6.60278  -5.30136  2.66426
C  2.68142  9.29080  -2.00001
O  1.96556  8.11733  -2.47866
C  1.63040  7.35236  -1.35758
C  1.14589  6.03392  -1.90717
N  2.19510  5.03611  -1.97944
C  1.64406  3.78471  -2.31432
C  2.81294  2.76174  -2.41601
O  2.31147  1.51934  -2.97551
C  3.24215  0.50439  -3.16300
H  2.13777  9.82819  -1.22298
H  2.94036  9.90912  -2.85951
H  3.68872  9.01398  -1.68886
H  0.85323  7.82465  -0.75668
H  2.49920  7.14550  -0.73268
H  0.59196  6.17454  -2.83533
H  0.34370  5.66355  -1.26888
H  2.86886  5.30337  -2.68281
H  1.18333  3.78466  -3.30216
H  0.88937  3.45977  -1.59810
H  3.24052  2.49678  -1.44902
H  3.61038  3.14218  -3.05434
H  3.97734  0.61023  -3.96074
H  2.59502  -0.29056  -3.53368
H  3.64008  0.15977  -2.20856
C  -2.52107  0.47706  -0.39800
O  -3.03763  -0.37045  -1.44428
C  -3.86728  0.20475  -2.51112
C  -4.84781  -0.91201  -2.91583
N  -5.74277  -1.21055  -1.74659
C  -6.68241  -2.30643  -2.05487
C  -7.35993  -2.62292  -0.75560
O  -6.52506  -3.28786  0.11240
C  -6.92654  -3.42135  1.43149
H  -3.33890  0.89773  0.18706
H  -1.82548  1.25984  -0.70047
H  -2.05220  -0.14781  0.36213
H  -3.17243  0.52177  -3.28880
H  -4.52670  1.01387  -2.19715
H  -4.42304  -1.76006  -3.45293
H  -5.48107  -0.45446  -3.67590
H  -5.18696  -1.55466  -0.97668
H  -6.30445  -3.20199  -2.54805
H  -7.39217  -1.90517  -2.77829
H  -8.21336  -3.27779  -0.93143
H  -7.66974  -1.67527  -0.31506
H  -6.09871  -3.83995  2.00382
H  -7.71795  -4.14250  1.63572
H  -7.15135  -2.44740  1.86620

LUMO (alpha / beta) = -0.115 / -0.016 eV
total charge = 0
HOMO-LUMO gap (alpha / beta) = 0.1394 / 0.3176 Ha
spin multiplicity = 2
⟨S²⟩ = 0.750

For each atom in turn, the Löwdin charge in e is:
1 Na 0.305
2 Na 0.406
3 O 0.115
4 C -0.848
5 O -0.076
6 O -0.074
7 H 0.065
8 C -0.111
9 O -0.265
10 C -0.118
11 C -0.142
12 N -0.079
13 C -0.225
14 C -0.232
15 O -0.177
16 C -0.092
17 H 0.092
18 H 0.087
19 H 0.092
20 H 0.119
21 H 0.110
22 H 0.118
23 H 0.111
24 H 0.052
25 H 0.130
26 H 0.130
27 H 0.129
28 H 0.117
29 H 0.080
30 H 0.076
31 H 0.084
32 C -0.090
33 O -0.181
34 C -0.260
35 C -0.218
36 N -0.070
37 C -0.229
38 C -0.163
39 O -0.211
40 C -0.141
41 H 0.087
42 H 0.082
43 H 0.081
44 H 0.120
45 H 0.122
46 H 0.124
47 H 0.117
48 H 0.120
49 H 0.121
50 H 0.112
51 H 0.114
52 H 0.116
53 H 0.084
54 H 0.089
55 H 0.086
56 C -0.092
57 O -0.213
58 C -0.178
59 C -0.200
60 N -0.042
61 C -0.216
62 C -0.268
63 O -0.180
64 C -0.123
65 H 0.079
66 H 0.075
67 H 0.081
68 H 0.116
69 H 0.114
70 H 0.111
71 H 0.107
72 H 0.095
73 H 0.118
74 H 0.117
75 H 0.124
76 H 0.124
77 H 0.086
78 H 0.085
79 H 0.090



No. 3
Formula: C19H47CrO17S6
Source: the Open Molecules 2025 dataset
Level of theory: ωB97M-V/def2-TZVPD

Element x y z (Å)
Cr  0.37955  -0.39812  2.81997
O  0.04995  1.07040  -0.78772
C  0.38187  0.53851  0.36529
O  0.95445  1.08936  1.28220
O  -0.06727  -0.54124  0.70171
H  -0.56404  0.39564  -1.08659
O  4.07420  -1.76253  3.18187
C  2.83811  -1.34217  3.06907
O  1.94502  -1.91878  2.44290
O  2.39276  -0.30802  3.58260
H  4.15805  -2.41245  2.48031
O  -2.12954  2.40198  3.89881
C  -1.37573  1.38709  3.70537
O  -0.16917  1.40699  4.03488
O  -1.66607  0.33504  3.13240
H  -1.36531  2.98217  3.92934
C  1.36468  -1.76099  -2.31364
S  -0.45395  -1.78043  -2.78647
O  -1.12470  -0.39570  -2.63904
C  -0.33100  -2.05297  -4.62913
H  1.86509  -0.79961  -2.42953
H  1.83368  -2.56144  -2.88586
H  1.35567  -1.99081  -1.24819
H  0.28448  -1.31176  -5.13892
H  -1.33152  -1.99480  -5.05771
H  0.08631  -3.03582  -4.84808
C  4.61487  2.34581  0.95578
S  6.33486  1.86521  1.35328
O  7.00745  3.17250  0.93809
C  6.23778  2.02397  3.21807
H  3.88037  1.58868  1.23031
H  4.51347  2.59106  -0.10142
H  4.41633  3.26143  1.51285
H  7.16096  1.86839  3.77630
H  5.55973  1.22818  3.52644
H  5.80731  2.98705  3.49242
C  -0.14814  5.14280  1.47754
S  0.24365  5.38379  3.22042
O  -0.64695  4.52220  4.16302
C  1.72249  4.28042  2.99735
H  -1.13930  5.59201  1.41513
H  -0.25945  4.08576  1.23592
H  0.49621  5.62998  0.74572
H  2.37616  4.43990  3.85490
H  2.28148  4.41542  2.07138
H  1.44636  3.22644  3.02887
C  -3.22402  1.46101  -0.38102
S  -4.95109  2.01583  -0.63557
O  -5.80962  0.77383  -0.79045
C  -5.38669  2.76218  0.99467
H  -2.81351  0.87146  -1.20079
H  -3.00849  0.87998  0.51566
H  -2.61136  2.36241  -0.36618
H  -5.86575  2.17297  1.77662
H  -6.11643  3.55584  0.83444
H  -4.52366  3.31968  1.35863
C  2.37864  2.11744  -2.41955
S  3.94312  1.32972  -3.04941
O  4.03936  0.08234  -2.16550
C  3.37120  0.75643  -4.68766
H  2.21096  3.12211  -2.80767
H  2.51893  2.14557  -1.33898
H  1.54058  1.49781  -2.73861
H  4.19461  0.35699  -5.27974
H  2.79545  1.55629  -5.15331
H  2.56170  0.03014  -4.61470
C  -0.67696  -4.77480  3.21979
S  -1.10159  -3.54197  1.95600
O  -0.65129  -2.20119  2.60488
C  0.15547  -4.11602  0.75258
H  -0.79182  -5.75560  2.75833
H  -1.38951  -4.60862  4.02773
H  0.32151  -4.64679  3.63783
H  0.02742  -3.53478  -0.16058
H  -0.01413  -5.15681  0.47670
H  1.20374  -3.97070  1.01357
O  -3.21532  -3.66089  -4.12687
C  -4.29893  -3.74987  -3.50531
O  -4.80598  -2.99631  -2.44190
C  -3.98693  -2.01562  -1.84147
C  -2.92818  -2.64796  -0.90963
C  -5.42188  -4.68338  -4.00958
H  -4.61106  -1.43308  -1.16383
H  -3.48382  -1.40850  -2.59405
H  -2.28092  -3.29672  -1.49977
H  -3.33736  -3.17095  -0.04525
H  -2.32621  -1.85465  -0.46645
H  -6.42402  -4.27327  -4.13461
H  -5.44529  -5.52366  -3.31569
H  -5.05212  -5.03843  -4.97151

LUMO (alpha / beta) = 1.945 / 1.945 eV
total charge = -1
HOMO-LUMO gap (alpha / beta) = 0.1976 / 0.2761 Ha
spin multiplicity = 5
⟨S²⟩ = 6.007

For each atom in turn, the Löwdin charge in e is:
1 Cr 0.899
2 O 0.092
3 C -0.869
4 O -0.003
5 O -0.050
6 H 0.034
7 O 0.144
8 C -0.834
9 O -0.057
10 O -0.037
11 H 0.117
12 O 0.148
13 C -0.864
14 O -0.051
15 O -0.034
16 H 0.035
17 C -0.195
18 S 0.901
19 O -0.552
20 C -0.234
21 H 0.013
22 H 0.054
23 H 0.032
24 H 0.037
25 H 0.035
26 H 0.048
27 C -0.247
28 S 0.851
29 O -0.622
30 C -0.236
31 H 0.053
32 H 0.032
33 H 0.038
34 H 0.043
35 H 0.037
36 H 0.047
37 C -0.286
38 S 0.910
39 O -0.545
40 C -0.240
41 H 0.036
42 H 0.058
43 H 0.059
44 H 0.043
45 H 0.040
46 H 0.049
47 C -0.245
48 S 0.849
49 O -0.593
50 C -0.251
51 H 0.029
52 H 0.066
53 H 0.045
54 H 0.059
55 H 0.028
56 H 0.041
57 C -0.225
58 S 0.840
59 O -0.582
60 C -0.266
61 H 0.052
62 H 0.035
63 H 0.036
64 H 0.048
65 H 0.048
66 H 0.030
67 C -0.255
68 S 0.950
69 O -0.590
70 C -0.239
71 H 0.043
72 H 0.047
73 H 0.064
74 H 0.014
75 H 0.050
76 H 0.054
77 O 0.044
78 C -0.421
79 O -0.023
80 C -0.217
81 C -0.103
82 C 0.008
83 H 0.105
84 H 0.105
85 H 0.035
86 H 0.062
87 H 0.060
88 H 0.081
89 H 0.080
90 H 0.074



| no. | electronic energy (Eh) |
| --- | --- |
| 1 | -3856.6273 |
| 2 | -1917.3905 |
| 3 | -5464.7729 |